{"formula": "C19H14I2IrN3O7", "method": "wB97M-V/def2-TZVPD", "elements": ["Ir", "O", "C", "O", "C", "C", "N", "N", "C", "C", "O", "O", "H", "H", "H", "I", "C", "C", "C", "C", "N", "C", "H", "H", "H", "H", "C", "C", "O", "H", "H", "H", "I", "C", "C", "C", "C", "C", "C", "C", "O", "O", "H", "H", "H", "H"], "coordinates": [[0.870, -0.936, -0.050], [-0.867, -5.192, -3.641], [-1.472, -4.056, -3.941], [-2.210, -3.935, -4.884], [-1.223, -2.893, -3.039], [-1.846, -1.666, -3.158], [-1.372, -0.870, -2.190], [-0.484, -1.522, -1.430], [-0.371, -2.741, -1.940], [0.664, -3.581, -1.278], [0.818, -4.754, -1.584], [1.297, -2.946, -0.359], [-0.244, -5.116, -2.867], [-2.575, -1.328, -3.873], [-1.592, 0.097, -2.013], [0.408, 0.618, 5.595], [1.232, -0.643, 4.146], [1.964, -1.705, 4.502], [2.340, -2.668, 3.511], [1.830, -2.556, 2.262], [1.054, -1.519, 1.842], [0.882, -0.357, 2.707], [2.213, -1.876, 5.541], [2.932, -3.530, 3.774], [1.990, -3.327, 1.524], [-0.137, 0.029, 2.667], [1.936, 2.092, 2.700], [1.794, 0.746, 2.079], [2.364, 0.478, 1.032], [2.584, 2.029, 3.576], [0.964, 2.440, 3.049], [2.366, 2.782, 1.978], [-3.168, 6.749, -2.175], [-2.167, 5.005, -1.630], [-1.027, 4.623, -2.327], [-0.370, 3.459, -1.970], [-0.845, 2.687, -0.915], [-1.984, 3.081, -0.217], [-2.651, 4.240, -0.577], [-0.154, 1.429, -0.543], [-0.468, 0.791, 0.496], [0.743, 0.952, -1.303], [-0.658, 5.231, -3.141], [0.516, 3.139, -2.502], [-2.337, 2.475, 0.607], [-3.538, 4.547, -0.041]], "atomic_forces_ev_per_a": [[-1.2, 0.6, 1.2], [0.1, 0.0, 0.0], [0.0, 0.0, 0.0], [0.0, 0.0, 0.0], [0.0, 0.0, 0.0], [0.0, -0.1, -0.1], [-0.1, 0.1, 0.3], [0.1, -0.3, 0.0], [0.1, 0.0, 0.0], [-0.3, 0.0, 0.1], [0.0, -0.1, -0.1], [1.0, 0.3, -0.6], [0.0, 0.0, 0.0], [0.0, 0.0, 0.0], [0.0, 0.0, 0.0], [0.0, 0.0, 0.0], [-0.1, 0.0, 0.1], [-0.1, 0.2, 0.0], [0.0, -0.1, -0.1], [0.0, -0.1, 0.0], [-0.4, -0.2, -0.1], [0.4, 0.1, 0.0], [0.0, 0.0, 0.0], [0.0, 0.0, 0.0], [0.1, 0.0, 0.0], [-0.1, 0.1, -0.2], [0.1, -0.1, 0.1], [-0.1, 0.0, 0.2], [-0.3, -0.3, -0.2], [0.0, 0.0, 0.0], [0.0, 0.0, 0.0], [0.0, 0.0, 0.0], [0.0, 0.0, 0.0], [0.0, 0.0, 0.0], [0.0, 0.0, 0.0], [0.0, 0.0, 0.0], [-0.1, 0.0, 0.1], [0.1, 0.0, 0.0], [0.0, 0.0, 0.0], [0.6, 0.2, -0.6], [0.4, -0.3, 0.1], [-0.2, -0.2, -0.3], [0.0, 0.0, 0.0], [0.0, 0.0, 0.0], [0.0, 0.0, 0.0], [0.0, 0.0, 0.0]], "lowdin_charge": [1.53, 0.14, -0.50, 0.12, -0.03, 0.04, 0.08, -0.07, -0.11, -0.52, 0.09, -0.15, 0.08, 0.15, 0.16, 0.90, -0.69, -0.17, -0.09, -0.15, -0.15, -0.34, 0.10, 0.09, 0.10, 0.11, -0.01, -0.37, 0.01, 0.09, 0.07, 0.10, 0.89, -0.73, -0.14, -0.01, -0.15, -0.01, -0.14, -0.63, -0.07, -0.08, 0.10, 0.12, 0.12, 0.10], "energy_ha": -2123.0957, "de_lowest_kcal_mol": 23.8, "e_lumo_ha": -0.0300}

{"formula": "C19H15Cl3N6O5", "method": "wB97M-V/def2-TZVPD", "elements": ["C", "C", "N", "N", "C", "C", "O", "C", "O", "N", "C", "C", "C", "C", "Cl", "C", "Cl", "C", "C", "O", "C", "N", "N", "C", "C", "C", "C", "N", "O", "O", "C", "C", "Cl", "H", "H", "H", "H", "H", "H", "H", "H", "H", "H", "H", "H", "H", "H", "H"], "coordinates": [[-2.875, -3.758, -1.077], [-1.851, -2.930, -0.397], [-0.565, -2.812, -0.761], [0.042, -2.047, 0.211], [1.496, -1.919, 0.267], [2.079, -2.031, -1.083], [3.171, -1.154, -1.195], [2.797, 0.206, -1.146], [1.952, 0.702, -1.843], [3.567, 1.132, -0.536], [4.676, 0.899, 0.376], [5.110, 1.919, 1.173], [6.182, 1.775, 2.024], [6.891, 0.576, 2.165], [8.246, 0.553, 3.173], [6.531, -0.471, 1.329], [7.521, -1.908, 1.363], [5.386, -0.345, 0.449], [-0.832, -1.519, 1.138], [-0.403, -1.380, 2.252], [-2.208, -2.100, 0.876], [-3.290, -1.170, 0.595], [-2.906, -0.137, -0.116], [-3.748, 0.991, -0.292], [-5.096, 0.877, -0.096], [-5.946, 1.935, -0.335], [-5.594, 3.260, -0.626], [-6.505, 4.355, -0.890], [-6.094, 5.380, -1.337], [-7.685, 4.179, -0.603], [-4.124, 3.334, -0.791], [-3.204, 2.234, -0.782], [-1.571, 2.449, -1.171], [-3.873, -3.922, -0.610], [-3.073, -3.245, -1.983], [-2.423, -4.727, -1.322], [1.910, -2.779, 0.804], [1.611, -1.067, 0.916], [2.430, -3.043, -1.324], [1.268, -1.750, -1.815], [3.598, 1.963, -0.995], [4.514, 2.863, 1.137], [6.444, 2.596, 2.719], [5.246, -1.188, -0.173], [-2.540, -2.731, 1.776], [-5.429, -0.184, 0.050], [-7.038, 1.771, -0.516], [-3.795, 4.365, -0.979]], "atomic_forces_ev_per_a": [[0.1, -0.7, -0.2], [2.1, 0.3, 0.7], [-3.9, -0.7, 1.4], [-0.5, 1.0, -1.5], [-1.7, -2.0, 1.6], [-1.3, 0.9, -2.2], [0.6, 2.5, 0.8], [0.3, 0.0, -2.3], [-1.5, -1.3, -0.5], [3.0, -3.9, 3.9], [0.3, -2.7, -1.2], [-0.8, 1.7, 0.3], [0.2, 0.4, 1.3], [-1.0, 0.9, -1.3], [0.7, -0.2, 0.7], [-1.4, 0.3, -0.7], [-0.6, 0.2, -0.3], [1.7, 1.3, 1.5], [1.6, -3.6, 1.1], [0.0, 2.4, 1.6], [-0.2, -0.5, -1.3], [-0.1, 4.3, -2.0], [1.0, -3.0, 2.2], [0.7, 0.1, -0.4], [-0.6, -1.0, -0.4], [-3.8, 1.1, -0.9], [5.4, -3.4, 0.2], [-1.6, -0.7, 0.9], [1.3, 1.0, -0.6], [0.5, -0.6, 0.0], [-1.3, 1.2, -0.4], [-3.0, 0.3, 1.5], [0.3, 0.0, 0.0], [1.1, 0.4, 0.3], [-0.4, 0.2, -1.3], [-0.3, 0.2, 0.0], [-0.2, 0.1, 0.6], [0.8, 0.7, -0.3], [0.0, 0.5, 0.1], [1.0, -0.3, 0.4], [-0.3, 2.8, -1.3], [0.8, -0.7, 0.2], [-0.1, -0.5, -0.7], [-0.6, -0.4, -0.6], [0.6, 0.9, -1.4], [-0.1, 1.4, 0.1], [0.9, -0.3, 0.9], [0.4, -0.6, -0.2]], "lowdin_charge": [-0.04, -0.24, 0.18, -0.09, -0.10, -0.19, -0.01, -0.51, 0.11, 0.17, -0.19, -0.05, -0.11, -0.75, 0.71, -0.64, 0.66, 0.01, -0.39, 0.10, -0.17, 0.10, 0.10, -0.27, -0.03, -0.02, -0.10, -0.37, 0.11, 0.08, 0.01, -0.61, 0.75, 0.10, 0.07, 0.09, 0.14, 0.13, 0.14, 0.13, 0.12, 0.14, 0.12, 0.08, 0.18, 0.13, 0.13, 0.11], "energy_ha": -2818.0871, "smiles": "CC1=NN(CCOC(=O)Nc2ccc(Cl)c(Cl)c2)C(=O)[C@H]1/N=N/c1ccc([N+](=O)[O-])cc1Cl", "de_lowest_kcal_mol": 74.2, "e_lumo_ha": -0.0672}